(1)
ORCA calculation (the ωB97M-V functional and the def2-TZVPD basis) on C15H17N3O10V as an isolated structure at a distorted geometry.

orbital gap = 3.5 eV
E_tot = -66452.5573 eV
HOMO = -0.108 Ha

Geometry as ORCA input:
```
! RIJCOSX wB97M-V def2-TZVPD def2/J DEFGRID3
* xyz -1 1
H 7.7702 23.8346 -12.5036
C 6.3330 21.5927 -7.3994
H 5.2288 27.7609 -7.8743
H 9.2515 24.9696 -7.2032
C 6.1070 26.0986 -6.8190
C 5.7392 23.0407 -12.3972
H 7.5983 24.9306 -10.2244
N 4.8630 25.8045 -6.0912
C 5.7425 24.1372 -9.8477
H 7.1843 18.2323 -11.2637
C 7.2175 25.2872 -6.6636
O 3.2493 21.7692 -9.3694
H 8.0666 20.3996 -7.7166
H 6.1787 22.6424 -7.0292
C 6.7990 24.3873 -10.7086
H 5.7587 22.5804 -13.3757
H 6.8063 20.0094 -10.9243
H 5.6351 24.4123 -8.8063
O 3.4782 23.6634 -8.3547
C 7.8811 21.3878 -7.2645
H 3.9971 21.9431 -11.6837
C 4.7229 23.2804 -10.2386
H 6.8234 18.8317 -9.5912
O 4.0130 26.6764 -5.9891
O 4.8353 17.8678 -11.6031
O 4.4334 19.3379 -10.1212
O 10.2943 23.4460 -4.9112
N 5.2114 18.7349 -10.8138
C 6.1110 27.1661 -7.6819
C 6.6626 18.9636 -10.6613
O 11.3921 20.9936 -5.0426
H 7.1265 24.3818 -6.0747
C 8.3648 25.5603 -7.3870
C 7.2227 27.4049 -8.4867
O 8.3902 21.4189 -5.9804
O 5.5244 20.6811 -6.8753
C 8.3338 26.5795 -8.3457
C 4.7465 22.7010 -11.4875
H 8.4008 22.0756 -7.9495
N 3.7124 22.8721 -9.2455
O 4.6878 24.6828 -5.6772
C 6.8373 23.7736 -11.9581
H 6.0200 21.7387 -8.4630
H 9.1398 26.6656 -9.0649
V 10.0921 21.9049 -4.8121
H 7.3719 28.2066 -9.1966
*
```

(2)
ORCA calculation (the ωB97M-V functional and the def2-TZVPD basis) on a 3-piece molecular cluster, C4H16NO2 overall at a distorted geometry.

orbital gap = 12.0 eV
energy above the lowest of the compared OMol25 structures with the same formula, charge and spin = 31.6 kcal per mole
E_tot = -9986.0099 eV
HOMO = -0.554 Ha

Geometry as ORCA input:
```
! RIJCOSX wB97M-V def2-TZVPD def2/J DEFGRID3
* xyz 1 1
H 3.3778 2.7016 0.9356
H 0.5994 -0.7294 -0.3270
H 2.0099 0.6720 -3.4503
H -1.8743 -1.4379 -2.0804
C -1.8755 -0.1705 -0.3724
H 0.3528 -0.3558 2.5255
H -1.6454 1.0345 1.5165
C -1.5132 -1.4986 -1.0556
C -1.5184 0.0250 1.1378
H -0.3605 -1.6943 1.6098
O 1.4485 0.9306 -2.6947
H 1.1567 0.6328 0.2886
O 2.6326 2.1751 1.2677
H -0.4747 -1.7813 -0.9530
H 1.7305 -0.8044 0.8158
C -0.2089 -0.6159 1.6311
H -2.2965 -0.5928 1.6046
H -2.1480 -2.2581 -0.6073
N 0.8656 -0.3075 0.5712
H -1.5873 0.7543 -0.8818
H 1.1348 1.7689 -3.0281
H 3.1571 1.6853 1.9175
H -2.9632 -0.1335 -0.3711
*
```

(3)
ORCA calculation (the ωB97M-V functional and the def2-TZVPD basis) on C18H45BBrI2N7O16Si2 as an isolated structure at a distorted geometry.

orbital gap = 8.3 eV
E_tot = -165250.1271 eV
HOMO = -0.312 Ha

Geometry as ORCA input:
```
! RIJCOSX wB97M-V def2-TZVPD def2/J DEFGRID3
* xyz 0 1
H -3.8635 -1.3213 6.4393
O 0.7857 0.9290 2.6394
H -5.0330 -3.1431 -2.4786
C -4.2616 -2.1294 5.8338
C 1.6673 3.0099 2.1443
O 6.0000 -2.3642 0.5105
H 6.6563 -4.4439 2.5726
H -4.3446 -4.4971 -1.5269
O 7.6381 6.4660 -1.3281
C 0.7591 -3.0794 -0.7394
O 7.4011 6.6912 -3.4536
O -3.2164 -1.3422 3.9433
C -1.7173 -0.5149 -3.6994
O 8.0069 -3.0619 0.8584
H -5.9296 4.0447 -2.2839
H -3.2870 0.3999 1.5333
O 3.6735 4.6430 1.1725
O -4.5983 4.8480 -0.4617
C -4.8902 3.9450 -2.5725
H -4.3450 1.7448 1.6082
N 6.8527 -2.8918 1.1871
C -4.2306 0.8396 -0.3375
N 0.6402 1.9434 1.9850
H 0.4349 -4.7988 0.5744
Br -0.8483 -4.0693 4.2385
H 9.7948 5.4955 -1.7413
C -4.2588 0.7493 1.1914
C -0.1017 -0.0328 -1.8431
O -1.8449 -4.6187 1.7204
H -4.6693 4.5495 -3.4464
H 1.4039 3.8351 1.5022
H 5.3834 6.0885 0.2760
C 6.4671 -3.3756 2.5421
H -5.1448 -2.6304 1.2603
C -0.9149 -2.3758 1.8105
H 0.0615 -2.1320 2.2155
H 1.6638 3.3065 3.1892
H -3.7232 -2.0408 1.8231
H 5.4166 -3.1629 2.7045
H 9.9677 6.4822 -3.2238
N -4.1417 -2.6764 1.1553
O 4.0561 3.2906 -0.4521
B -4.1634 -0.5123 -1.1482
H -5.7467 -3.6149 -0.9357
C -1.3111 -3.7164 2.3295
H -1.5593 -1.5818 2.1785
H 9.2199 4.8600 -3.3124
Si -3.6927 -2.3651 -0.5063
H -5.4537 -0.2061 -2.5352
H 0.3069 -0.1655 0.2346
O -0.2708 2.1411 1.2126
C 9.3637 5.7464 -2.7026
H -5.2737 -2.3790 6.1272
C -0.5449 -0.3834 -0.4060
H -1.9736 1.0665 -2.2268
C 5.3123 5.2248 -0.3717
O -4.5197 -0.4339 -2.4976
H -5.1323 1.3826 -0.6429
O -2.1232 -2.8632 -0.8836
O -2.5599 0.0758 -4.6761
H 2.6187 2.5831 1.8628
C 1.2502 -4.2274 0.1586
H -0.8518 -0.9368 -4.2129
H -0.7079 1.2822 -3.3946
H 2.7927 -4.8193 -1.2852
H -3.2077 -0.5697 -4.9553
I 0.2258 -3.9026 -2.6918
H 1.5545 -2.3623 -0.8870
N -4.0376 4.4385 -1.4553
O -2.8399 4.3935 -1.6212
N 8.0229 6.3521 -2.4754
O -5.3487 -1.6275 3.8489
C 2.1331 -5.2723 -0.5588
H 0.3855 -0.8548 -2.3578
H 6.2428 4.6705 -0.3849
H 1.5452 -6.0880 -0.9520
H 0.6472 0.7455 -1.7449
H -2.1775 -1.3508 -3.1790
H -3.6124 -2.9998 5.8715
H 7.0893 -2.8511 3.2604
N 4.2613 4.3143 0.1610
H 5.0163 5.5129 -1.3750
C -1.1915 0.5433 -2.7634
C -4.8139 -3.5229 -1.4894
N -4.2832 -1.6591 4.4240
H -1.3501 0.2426 -0.0418
H 2.7763 -5.7115 0.1954
I 2.5173 -3.4277 1.7265
H -4.6334 2.9031 -2.7458
H -3.4061 1.4514 -0.7023
H -5.0263 0.0861 1.5598
Si -0.8351 -2.2102 -0.0752
*
```